DFT (ωB97M-V/def2-TZVPD) results for a 2-piece molecular cluster, C3Cl3F3O overall.

E_HOMO (alpha / beta)	-0.379 / -0.346	hartree
energy above the lowest of the compared OMol25 structures with the same formula, charge and spin	4.758	eV
E	-50872.7905	eV
maximum force	1.90	eV Å⁻¹

The geometry in XYZ format:
```
10
Properties=species:S:1:pos:R:3:forces:R:3
C 0.53651 -0.33122 -1.44526 0.28 -0.81 0.04
C -0.28456 -1.37887 -0.80130 0.25 0.15 1.79
C 0.02773 1.80866 1.61087 0.19 -0.93 0.34
O 0.11792 -1.47249 -2.10034 0.22 -0.08 -1.40
F -0.77740 1.39017 2.55656 -0.12 0.07 0.37
F -0.54027 2.80515 0.95934 0.40 -0.73 -0.57
F 0.42369 0.71381 0.90943 -0.50 1.81 0.26
Cl 2.19546 0.17908 -1.50572 -0.90 -0.49 0.24
Cl 0.28139 -2.69839 0.30637 -0.15 1.15 -0.93
Cl -1.98047 -1.01588 -0.48993 0.34 -0.13 -0.13
```
Positions in Å, forces in eV/Å.



DFT (ωB97M-V/def2-TZVPD) results for one molecule with the formula C3ClF2NO.

E_HOMO	-0.452	hartree
energy above the lowest of the compared OMol25 structures with the same formula, charge and spin	0.000	eV
E	-24604.4359	eV
maximum force	1.73	eV Å⁻¹
structure (SMILES)	N#CC(=O)C(F)(F)Cl

The geometry in XYZ format:
```
8
Properties=species:S:1:pos:R:3:forces:R:3
N 1.90909 0.22483 -1.83508 -0.08 -0.14 0.24
C 0.93209 -0.03131 -1.28704 -0.27 0.13 -0.94
C -0.40112 -0.19379 -0.66839 0.27 0.04 -0.12
O -1.40517 -0.50235 -1.25118 1.33 0.48 0.97
C -0.21874 0.11083 0.86466 -0.97 -0.92 1.11
F 0.94516 -0.40774 1.32057 -0.69 -0.55 -0.52
F -0.11228 1.39810 1.15453 -0.51 0.61 -0.58
Cl -1.64902 -0.59856 1.70193 0.91 0.35 -0.16
```
Positions in Å, forces in eV/Å.



DFT (ωB97M-V/def2-TZVPD) results for a 2-piece molecular cluster, C3ClN3S overall.

E_HOMO	-0.348	hartree
energy above the lowest of the compared OMol25 structures with the same formula, charge and spin	2.473	eV
E	-30935.0470	eV
maximum force	2.84	eV Å⁻¹
structure (SMILES)	N#CC#[N+][S-].N#CCl

The geometry in XYZ format:
```
8
Properties=species:S:1:pos:R:3:forces:R:3
N -0.98690 -2.28327 1.29414 1.14 0.61 -0.46
C -0.18708 -1.62382 0.76484 -1.18 -0.30 0.09
C 0.57148 -0.76718 -0.00519 -0.16 -1.16 1.26
N 1.44111 -0.17141 -0.48669 -1.18 -0.96 0.21
S 2.41868 0.60686 -1.36047 1.77 1.36 -1.08
N -1.06336 1.33468 1.22031 -0.07 -0.20 2.83
C -1.12492 1.35976 0.09347 -0.05 0.68 -2.52
Cl -1.06902 1.54438 -1.52042 -0.26 -0.03 -0.34
```
Positions in Å, forces in eV/Å.



DFT (ωB97M-V/def2-TZVPD) results for C3F15HfN3O21S9 as an isolated structure.

E_HOMO	-0.176	hartree
charge	-2
E	-190162.1439	eV
maximum force	11.29	eV Å⁻¹

The geometry in XYZ format:
```
52
Properties=species:S:1:pos:R:3:forces:R:3
Hf -0.64860 0.03198 -0.44532 4.98 0.42 4.70
C 3.83659 -2.06185 -1.50188 -3.23 2.54 2.08
F 5.16427 -1.97709 -1.31293 -1.29 -1.00 -0.80
F 3.39437 -1.78653 -2.72147 1.36 -0.20 -0.89
F 3.23165 -3.22546 -1.17293 1.68 0.13 0.12
S 2.99139 -0.60363 -0.40296 3.69 1.78 3.24
O 3.42283 -0.80378 0.98313 -0.60 -1.15 -2.58
O 3.49351 0.67334 -0.89856 -0.68 -1.44 -1.06
O 1.52950 -0.75458 -0.60620 -2.81 -0.36 -0.55
C -0.15521 -2.82043 3.46438 -0.07 0.91 0.75
F -1.49397 -2.86008 3.74829 1.24 -0.72 -1.04
F 0.44992 -3.09980 4.67069 -0.30 -0.05 -1.85
F 0.25039 -3.70115 2.49437 -1.05 0.97 1.73
S 0.26706 -1.02319 2.98618 1.82 3.03 2.46
O 1.68289 -0.89970 2.83121 -0.52 -1.78 -0.20
O -0.45926 -0.80109 1.70682 -1.10 -0.26 -2.80
O -0.20725 -0.12475 4.03254 -0.90 -2.34 -0.80
C 1.84416 4.04941 1.31612 -0.33 -2.74 0.68
F 2.99808 4.17133 0.65709 0.17 -0.01 0.83
F 1.77376 4.83984 2.39126 0.79 -0.12 -0.01
F 0.90827 4.39854 0.51408 -2.00 1.28 -1.81
S 1.33940 2.19118 1.83740 3.04 -0.65 2.59
O 0.38165 2.26731 2.87379 -1.49 1.56 0.49
O 0.69014 1.56478 0.64869 -0.74 -0.86 -2.42
O 2.56766 1.59211 2.33525 -0.54 1.11 -1.97
N -1.33545 -2.04346 -0.80761 -0.37 -4.06 -1.28
S -2.66872 -3.00272 -0.56350 -7.61 0.41 3.04
O -2.51596 -4.20246 0.28580 0.90 2.46 -2.61
O -3.75920 -3.01427 -1.58202 3.77 0.04 1.94
F -3.32631 -1.96070 0.50134 0.77 -0.42 -0.79
S -0.56305 -3.37504 -1.62652 3.65 1.54 -5.55
O -1.28758 -3.80617 -2.83253 0.41 0.41 3.30
O 0.20608 -4.28355 -0.85782 -0.80 0.66 0.31
F 0.51776 -2.39987 -2.37730 -0.80 -0.89 1.23
N -2.13708 1.30284 0.63531 -2.62 -1.03 2.00
S -2.99661 1.27437 2.13165 -0.04 -3.45 6.61
O -4.46113 1.40145 2.07895 2.96 0.79 -0.92
O -2.22952 1.83476 3.25807 -2.35 -0.94 -3.61
F -2.89236 -0.29428 2.35471 0.09 0.80 -0.32
S -2.70679 2.73656 0.30202 0.51 5.80 -5.35
O -2.13390 3.76919 1.13675 -1.61 -1.46 -0.39
O -4.03105 2.89591 -0.31555 2.63 -0.88 1.77
F -1.72454 2.82773 -0.99337 -0.36 -0.18 -0.08
N -0.09416 0.92810 -2.38330 -0.45 -1.22 -3.78
S -0.44616 0.38357 -4.03243 -3.88 -6.79 -2.43
O 0.49738 -0.52429 -4.68745 -0.92 2.73 1.65
O -1.44243 1.05615 -4.86502 2.51 0.26 1.83
F -1.43137 -0.70914 -3.33366 -0.08 0.12 0.16
S 0.65725 2.12907 -3.05035 6.77 8.14 3.93
O -0.20931 3.24689 -3.31253 0.14 -1.50 -1.34
O 1.92139 1.91255 -3.78478 -3.82 -0.83 0.03
F 1.33959 2.68011 -1.70788 -0.54 -0.58 -0.21
```
Positions in Å, forces in eV/Å.



DFT (ωB97M-V/def2-TZVPD) results for C3F21O9P2PdS3 as an isolated structure.

E_HOMO (alpha / beta)	-0.186 / -0.184	hartree
energy above the lowest of the compared OMol25 structures with the same formula, charge and spin	0.000	eV
charge	-2
E	-133178.4409	eV
2S+1	4
<S²>	3.768
maximum force	4.93	eV Å⁻¹

The geometry in XYZ format:
```
39
Properties=species:S:1:pos:R:3:forces:R:3
Pd 0.55692 -0.42342 0.12490 -0.11 0.41 1.09
C -0.89811 3.76464 1.46533 0.10 -0.57 -1.45
F 0.22913 4.46921 1.13402 -1.46 -0.92 1.06
F -0.73801 2.96330 2.52759 -0.15 1.54 -1.30
F -1.93137 4.64099 1.62583 1.33 -1.15 0.11
S -1.23404 2.64550 -0.14134 2.27 0.39 0.01
O -0.19357 1.60406 -0.09137 -1.67 2.71 0.05
O -2.56544 2.07294 -0.05261 -0.40 0.30 -0.14
O -1.15434 3.60050 -1.28915 -0.27 -1.53 1.88
C 1.41941 1.36802 -4.14493 -1.95 -0.95 2.25
F 1.16223 1.41440 -5.43527 0.19 0.42 -0.33
F 2.59344 0.81363 -3.92764 0.63 0.15 -0.19
F 1.38659 2.60484 -3.59372 0.33 -0.46 -0.69
S 0.02992 0.29381 -3.28456 -2.93 -1.16 -1.23
O 0.54933 -0.11856 -1.94998 0.33 0.75 -2.00
O -1.16730 1.15804 -3.24691 2.04 -0.19 0.56
O -0.20768 -0.83470 -4.20081 1.41 1.35 1.12
C -3.90884 -1.94442 1.03629 1.82 -0.81 -0.89
F -4.33148 -1.16315 0.07248 -1.08 1.69 -0.12
F -4.89705 -2.37020 1.81016 -0.27 0.71 0.56
F -3.51234 -3.02490 0.35078 0.91 -0.66 0.57
S -2.46317 -1.09281 2.00041 1.95 0.31 2.29
O -3.04331 0.10651 2.61612 -0.31 -1.34 -0.90
O -1.97515 -2.12023 2.92658 -1.31 0.92 -1.35
O -1.37518 -0.65958 1.07143 -1.80 -0.51 -0.33
P 3.02737 0.54671 2.07676 -2.68 -0.71 1.83
F 1.93001 1.74186 1.87916 0.98 0.97 0.12
F 1.67470 -0.37565 2.34561 -0.80 -0.25 0.78
F 2.72429 0.17206 0.52104 1.10 0.55 -1.86
F 3.80192 -0.83660 2.18892 1.40 0.67 0.43
F 4.28025 1.45696 1.75017 -0.13 -0.31 -0.29
F 3.13788 0.90818 3.68464 0.19 -0.52 -1.38
P 0.98156 -3.31239 -0.28349 0.53 -4.87 0.54
F 2.26154 -3.97779 0.38586 1.73 -0.29 0.43
F 1.91647 -2.10274 -0.69105 0.32 2.08 -0.42
F 1.34742 -3.96356 -1.69290 -0.34 -0.10 -0.88
F -0.36669 -2.66289 -0.82785 -0.11 0.00 -0.52
F 0.27129 -4.73678 0.12708 -1.31 0.97 -0.08
F 0.68139 -2.62592 1.13228 -0.47 0.42 0.66
```
Positions in Å, forces in eV/Å.



DFT (ωB97M-V/def2-TZVPD) results for C3F27HfO13P3S4 as an isolated structure.

E_HOMO	0.013	hartree
energy above the lowest of the compared OMol25 structures with the same formula, charge and spin	0.000	eV
charge	-4
E	-175638.1649	eV
maximum force	2.32	eV Å⁻¹

The geometry in XYZ format:
```
51
Properties=species:S:1:pos:R:3:forces:R:3
Hf -0.54182 -0.11139 -0.09277 -1.84 1.40 -0.13
S -3.34731 0.67504 -0.29237 0.56 -0.60 -0.09
O -2.36342 0.11648 -1.32026 0.74 -0.23 -0.65
O -2.39605 0.38961 0.88229 0.78 0.15 1.03
O -3.57856 2.07962 -0.51182 -0.10 -0.08 0.27
O -4.54972 -0.12258 -0.18571 0.13 0.08 0.00
C 1.00662 4.05282 -0.93331 0.10 -0.63 0.28
F 1.47513 3.66095 -2.12217 0.14 0.21 0.07
F 1.80417 3.55764 0.01437 0.12 0.21 -0.08
F 1.10126 5.40196 -0.87256 -0.01 0.04 -0.17
S -0.73471 3.50165 -0.68842 -0.83 0.50 -0.38
O -1.34733 3.76333 -1.95587 0.13 -0.07 -0.24
O -0.55821 2.07474 -0.36883 0.29 -0.38 -0.04
O -1.19632 4.32237 0.38924 0.21 -0.12 0.52
C 1.50915 0.02731 -4.52066 -0.03 0.31 0.18
F 2.53087 0.85326 -4.26129 0.03 -0.02 0.02
F 1.28025 0.13509 -5.85863 -0.05 0.03 0.00
F 1.90998 -1.21920 -4.30854 0.06 -0.37 0.03
S -0.05145 0.49811 -3.61837 -0.32 -0.46 -0.15
O -0.05987 1.91079 -3.79052 -0.01 0.50 -0.22
O -1.01349 -0.28558 -4.34240 -0.08 -0.08 0.00
O 0.15550 0.05972 -2.23102 0.20 -0.02 0.10
C -0.57129 -3.42454 3.42680 0.64 0.83 1.19
F -0.95825 -2.92637 4.64095 0.04 0.03 -0.29
F -0.04756 -4.63039 3.70917 0.10 -0.54 -0.01
F -1.65173 -3.59221 2.72710 -0.81 -0.25 -0.65
S 0.75965 -2.35644 2.65517 -0.04 -0.47 -0.27
O 1.34447 -1.70728 3.78158 0.16 0.17 0.42
O 1.55845 -3.33869 1.98206 0.25 -0.12 -0.15
O -0.00098 -1.48228 1.76083 -0.47 0.68 -0.69
P 0.10879 1.93667 3.44836 -0.34 -0.17 -0.16
F 0.05209 1.10797 1.97597 0.03 -0.01 -0.04
F -1.33380 2.57477 3.15527 0.13 0.03 -0.09
F -0.61804 0.69022 4.16045 0.08 0.01 0.05
F 0.19988 2.74219 4.86446 -0.07 0.06 0.21
F 1.53718 1.27290 3.73365 0.16 0.03 -0.06
F 0.81533 3.16624 2.69353 0.07 0.00 -0.03
P 2.89032 -0.34806 -0.33861 -0.61 -0.23 -0.29
F 2.84104 -0.43394 -1.93059 -0.06 0.04 -0.09
F 1.66570 0.79553 -0.30934 0.08 0.19 0.23
F 1.58433 -1.39044 -0.30809 0.36 -0.48 -0.23
F 2.88459 -0.38572 1.23645 0.12 0.60 0.52
F 4.02593 -1.47289 -0.31478 -0.03 -0.54 -0.26
F 3.95076 0.82966 -0.45803 0.34 0.35 0.50
P -1.75615 -3.30638 -0.75869 0.10 -0.56 0.45
F -0.74943 -2.04397 -1.27305 0.54 -0.41 0.09
F -0.55979 -3.92052 0.11404 -0.03 -0.01 0.12
F -2.07381 -2.31861 0.48684 -0.79 0.09 -0.54
F -2.82529 -4.39116 -0.22249 0.25 -0.19 0.16
F -2.86296 -2.70019 -1.71021 -0.22 0.15 0.01
F -1.24412 -4.28779 -1.93919 -0.21 0.36 -0.41
```
Positions in Å, forces in eV/Å.



DFT (ωB97M-V/def2-TZVPD) results for C3F3IO2 as an isolated structure.

E_HOMO	-0.389	hartree
E	-23458.2285	eV
maximum force	1.06	eV Å⁻¹

The geometry in XYZ format:
```
9
Properties=species:S:1:pos:R:3:forces:R:3
C 0.09423 0.37424 0.63753 0.87 -0.43 0.03
C -0.93164 1.08459 -0.19447 -1.05 0.05 -0.03
C 0.85171 -0.72880 -0.17151 0.28 -0.41 0.00
O 0.29840 0.55637 1.79693 -0.05 0.11 -0.27
O -0.90631 2.05064 -0.85584 0.35 0.18 0.02
F 0.35786 -0.87223 -1.40577 -0.16 0.23 -0.02
F 0.78473 -1.91029 0.43318 -0.08 0.08 0.20
F 2.13539 -0.39248 -0.28957 0.09 0.19 0.12
I -2.68437 -0.16203 0.04951 -0.24 0.01 -0.05
```
Positions in Å, forces in eV/Å.



DFT (ωB97M-V/def2-TZVPD) results for C3F6N2NiO5S2Se as an isolated structure.

E_HOMO (alpha / beta)	0.023 / 0.028	hartree
charge	-2
E	-160688.7776	eV
2S+1	3
<S²>	2.014
maximum force	6.58	eV Å⁻¹

The geometry in XYZ format:
```
20
Properties=species:S:1:pos:R:3:forces:R:3
Ni 8.94379 7.04010 3.56012 -2.33 1.71 -5.92
F 6.84905 5.01862 5.32392 -1.01 0.96 -1.41
C 5.94175 5.37437 4.35944 0.07 -1.64 2.10
F 4.91162 5.99251 4.96296 0.48 0.13 -0.26
F 5.45640 4.20484 3.87123 0.18 0.41 0.09
S 6.56755 6.29094 2.91367 3.06 -0.36 -0.32
O 7.87868 5.51687 2.65827 -4.21 2.04 -0.08
O 5.46541 6.13490 2.01442 0.30 0.29 -0.23
N 7.03110 7.82533 3.42221 -2.67 0.34 -1.49
S 5.99520 9.19636 2.94290 2.60 0.16 0.25
O 6.77635 10.23229 2.25902 -1.21 -2.00 1.10
O 4.72781 8.75103 2.49700 -1.07 -0.20 -1.02
C 5.46022 10.08566 4.52052 1.12 0.25 1.63
F 4.93438 11.33455 4.27944 0.81 -1.57 -0.03
F 6.55582 10.21682 5.34098 -1.41 0.19 -0.93
F 4.52465 9.39834 5.20441 0.55 0.33 -0.59
Se 11.03569 7.65035 2.67828 0.02 -0.08 0.54
C 11.10142 7.18012 4.64418 1.46 -1.03 3.86
N 11.86956 7.08320 5.59096 -0.48 0.68 -2.47
O 9.56209 6.73798 4.96852 3.75 -0.63 5.17
```
Positions in Å, forces in eV/Å.



DFT (ωB97M-V/def2-TZVPD) results for C3FLiO2 as an isolated structure.

E_HOMO (alpha / beta)	-0.492 / -0.546	hartree
charge	+1
E	-10117.0624	eV
2S+1	2
<S²>	0.763
maximum force	5.40	eV Å⁻¹

The geometry in XYZ format:
```
7
Properties=species:S:1:pos:R:3:forces:R:3
O -1.49455 -2.26343 -0.58122 0.53 0.72 -0.39
C -0.12364 0.57421 0.99768 -2.74 2.33 -4.03
C -0.76062 -1.44485 -0.21842 0.16 -0.79 1.23
O -0.44923 1.68071 0.74595 0.79 -1.79 3.05
C 0.06311 -0.62432 0.39316 -1.63 -0.60 1.77
F 1.41651 0.23444 -0.05241 2.75 0.62 -2.04
Li 1.34841 1.84325 -1.28476 0.14 -0.48 0.40
```
Positions in Å, forces in eV/Å.



DFT (ωB97M-V/def2-TZVPD) results for an isolated ion of composition C3FNO6 and charge -2.

E_HOMO	-0.011	hartree
energy above the lowest of the compared OMol25 structures with the same formula, charge and spin	0.000	eV
charge	-2
E	-19601.0610	eV
maximum force	2.92	eV Å⁻¹
structure (SMILES)	O=C([O-])O/C([O-])=C(\F)[N+](=O)[O-]

The geometry in XYZ format:
```
11
Properties=species:S:1:pos:R:3:forces:R:3
O -0.35213 2.12725 -1.98137 -2.49 0.75 -0.78
C 0.73617 1.80056 -1.64067 2.52 -1.19 0.87
O 1.89013 2.12389 -1.86507 1.05 1.42 -0.88
O 0.86030 0.57492 -0.79226 0.20 -0.56 -0.73
C 0.04648 0.37495 0.19420 -1.74 -1.09 1.51
O -0.54572 1.26747 0.78597 0.23 -0.34 0.15
C -0.06882 -1.09746 0.49231 -0.35 1.32 -0.07
F 0.43439 -1.90047 -0.52176 -0.36 -0.10 0.98
N -0.80252 -1.69745 1.47217 1.07 1.06 -0.90
O -1.41522 -1.06769 2.36107 -0.14 0.98 0.19
O -0.80571 -2.93361 1.51915 0.00 -2.25 -0.34
```
Positions in Å, forces in eV/Å.